Entry 1:
12
Properties=species:S:1:pos:R:3:forces:R:3:mulliken_charge:R:1 method="wB97M-V/def2-TZVPD" e_homo_ev=-6.347 relative_energy_ev=0.230 homo_lumo_gap_ev=5.930 charge=0
H 3.1799 -1.1125 0.0294 -0.2 0.1 -0.4 0.3393
O -2.3310 -0.4480 -0.6183 -1.6 0.3 0.7 -0.5221
C -1.3334 -1.4160 -0.4139 2.2 0.7 -0.7 -0.1735
C -0.3281 -1.1249 0.4142 0.0 0.6 -1.0 -0.6783
C 1.0320 -1.6700 0.0502 -0.4 -1.2 0.6 -0.4134
C 2.1574 -0.6872 0.1254 -0.4 0.4 1.4 0.0167
O 2.0352 0.4691 0.4940 0.3 -0.1 -0.5 -0.5177
K -0.5067 1.5455 1.1805 0.1 -0.5 -0.2 0.7975
H -2.3992 -0.2377 -1.5531 0.1 -0.4 0.0 0.2907
H -1.3150 -2.1706 -1.2192 -0.1 0.1 0.1 0.3243
H 1.1335 -2.1668 -0.9392 -0.2 0.0 0.1 0.3106
H 1.3338 -2.4459 0.7854 0.3 0.1 -0.2 0.2259

---

Entry 2:
13
Properties=species:S:1:pos:R:3:forces:R:3:mulliken_charge:R:1 method="wB97M-V/def2-TZVPD" e_homo_ev=-25.282 relative_energy_ev=1.123 homo_lumo_gap_ev=4.909 charge=+3
Tl -16.5639 2.8262 -20.2714 0.6 1.3 0.1 1.6517
O -18.2650 4.9709 -20.4354 -0.1 -0.7 -0.2 -0.4843
H -18.9900 5.0116 -19.7733 0.3 0.0 -0.2 0.3832
H -18.1681 5.8935 -20.7878 0.5 -0.5 0.2 0.4048
O -13.7042 2.8170 -20.4145 -0.3 -0.6 -0.8 -0.4749
H -13.4322 1.8694 -20.4217 0.1 0.5 0.3 0.4146
H -12.8632 3.3310 -20.2871 -0.7 0.0 0.5 0.3856
O -15.6053 2.0937 -22.6367 -0.7 -0.3 0.5 -0.5065
H -14.6951 2.2398 -23.0102 -0.3 0.2 0.6 0.4216
H -15.8234 1.1418 -22.8235 0.1 0.5 0.0 0.4526
O -17.4679 3.4003 -17.7151 0.2 0.0 -0.5 -0.4629
H -18.4340 3.5884 -17.6271 0.3 -0.3 0.0 0.4089
H -17.2158 2.9376 -16.8707 0.0 0.0 -0.6 0.4055

---

Entry 3:
39
Properties=species:S:1:pos:R:3:forces:R:3:mulliken_charge:R:1 method="wB97M-V/def2-TZVPD" e_homo_ev="-11.473 / -11.403" spin_multiplicity=2 homo_lumo_gap_ev="6.481 / 6.477" charge=+1
Re 0.4349 0.5811 -0.4618 0.6 -0.3 -0.2 1.4651
O 3.6001 2.0997 -2.4210 0.1 0.0 0.0 -0.5030
C 2.5938 1.9759 -1.8079 -0.1 -0.2 0.1 0.3035
O 1.9851 0.7889 -1.5485 0.2 0.4 -0.2 -0.6027
C 1.8019 3.0983 -1.2055 0.0 0.0 0.0 0.8024
C 2.1582 4.4214 -1.3202 0.0 0.0 0.0 -0.6942
C 1.3408 5.3721 -0.7233 0.0 0.0 0.0 -0.2309
C 0.2070 4.9580 -0.0446 -0.1 -0.1 0.0 -0.7792
C -0.0859 3.6067 0.0298 0.0 0.1 0.0 0.1911
N 0.7064 2.6960 -0.5424 -0.2 -0.3 0.1 -0.0989
H 3.0549 4.6784 -1.8663 0.0 0.0 0.0 0.4978
H 1.5855 6.4232 -0.7900 0.0 0.0 0.0 0.4564
H -0.4552 5.6689 0.4277 0.0 0.0 0.0 0.4554
H -0.9624 3.2435 0.5473 0.0 0.0 0.0 0.3356
Cl -3.2862 2.0941 4.9493 0.0 0.0 0.0 -0.1518
C -2.7907 1.6910 3.3604 -0.1 0.0 0.0 0.3465
C -3.7300 1.7188 2.3048 0.0 0.0 0.1 0.2237
Cl -5.3547 2.1559 2.6238 0.0 0.0 0.0 -0.1522
C -3.3534 1.3990 1.0069 0.1 0.0 0.0 0.0279
Cl -4.4407 1.4261 -0.3138 0.0 0.0 0.0 -0.1561
C -2.0240 1.0483 0.7861 0.1 0.2 0.2 0.3695
O -1.4895 0.6889 -0.3905 -0.4 -0.2 -0.2 -0.9028
C -1.1012 1.0253 1.8242 -0.3 0.1 -0.1 0.6425
O 0.1196 0.6327 1.4267 0.0 -0.2 0.3 -0.9162
C -1.4659 1.3446 3.1288 0.0 0.0 -0.1 -0.1558
Cl -0.2826 1.3018 4.3639 0.0 0.0 0.0 -0.1557
N 0.5692 -1.5025 -0.6875 -0.2 0.3 0.1 -0.4356
C 0.6617 -2.6424 -0.7947 0.0 -0.1 0.0 0.6307
C 0.7765 -4.0530 -0.9278 0.0 0.0 0.0 0.4955
C -0.1665 -4.7470 -1.6906 0.0 0.0 0.0 -0.4296
C -0.0442 -6.1177 -1.8131 0.0 0.0 0.0 -0.6247
C 1.0054 -6.7795 -1.1871 0.0 0.0 0.0 -0.3030
C 1.9409 -6.0826 -0.4317 0.0 0.0 0.0 -0.5984
C 1.8330 -4.7122 -0.2934 0.0 0.0 0.0 -0.4570
H -0.9755 -4.2152 -2.1724 0.0 0.0 0.0 0.4452
H -0.7650 -6.6717 -2.3977 0.0 0.0 0.0 0.4054
H 1.0957 -7.8527 -1.2896 0.0 0.0 0.0 0.4000
H 2.7527 -6.6092 0.0499 0.0 0.0 0.0 0.4072
H 2.5504 -4.1535 0.2917 0.0 0.0 0.0 0.4464

---

Entry 4:
27
Properties=species:S:1:pos:R:3:forces:R:3:mulliken_charge:R:1 method="wB97M-V/def2-TZVPD" e_homo_ev="-2.289 / -6.981" spin_multiplicity=2 relative_energy_ev=2.070 homo_lumo_gap_ev="1.851 / 6.427" charge=0
C -1.9200 -2.0875 1.7421 0.0 -2.3 1.8 -0.4757
C -0.3799 -1.9173 1.9121 -1.4 -0.1 0.4 -0.7769
N -2.5607 -0.8383 1.2208 -1.6 0.4 0.9 -0.3712
H -2.0783 -3.0892 1.2327 -0.5 1.9 -0.4 0.2892
H -2.4555 -2.2772 2.7258 0.8 0.4 -0.9 0.3461
H -0.1144 -0.9011 1.6645 0.5 0.4 0.0 0.0621
H 0.1138 -2.6042 1.2526 0.4 -0.1 -0.4 0.3346
H -2.5065 -0.1655 2.0267 0.6 -0.2 -1.2 0.4085
H -2.0817 -0.4357 0.3910 -0.1 0.1 -0.1 0.1154
H -3.6183 -0.8767 1.1017 1.7 -0.4 -0.5 0.4713
H -0.1040 -2.1705 2.9356 0.1 0.2 -0.1 0.3259
C 3.0356 -0.8718 -0.2884 0.9 -2.0 -3.1 -1.4568
C -0.3646 1.4756 -0.9072 -1.7 -0.8 -0.6 -0.2882
C -0.1316 0.5203 -1.9019 -2.1 2.4 1.0 -0.4758
C 0.3874 1.6672 0.2237 -0.6 0.7 0.5 -0.4036
C 0.9876 -0.2202 -1.7050 3.4 -2.7 -0.3 -0.7762
C 1.6467 1.0187 0.2826 -0.5 0.4 0.7 -0.7440
C 1.8910 0.0198 -0.6398 0.2 0.6 2.0 1.1999
O -1.5188 2.2627 -1.0643 0.0 0.5 -0.2 -0.4631
H -0.8072 0.5433 -2.7526 0.4 -0.3 0.0 0.3940
H -1.1510 3.0147 -1.5454 -0.6 0.3 0.1 0.3245
H -0.0272 2.2420 1.0628 0.3 0.1 -0.5 0.5212
H 1.3691 -0.9104 -2.4585 -0.3 -0.1 0.1 0.2716
H 2.2213 1.4284 1.1382 0.5 -1.3 -0.7 0.1843
H 3.7467 -0.5923 0.4624 -0.1 0.6 0.5 0.3915
H 3.6305 -1.0609 -1.2272 0.0 0.5 0.6 0.3368
H 2.7641 -1.9398 -0.1459 -0.5 0.6 0.6 0.2546

---

Entry 5:
47
Properties=species:S:1:pos:R:3:forces:R:3:mulliken_charge:R:1 method="wB97M-V/def2-TZVPD" e_homo_ev=-8.573 relative_energy_ev=0.000 homo_lumo_gap_ev=7.632 charge=0
O -0.2993 -0.5926 2.1157 -0.3 0.3 0.3 -0.2202
N 0.3408 -1.5443 2.1983 0.3 -0.3 -0.2 0.2318
O -0.4775 -2.7657 2.1779 0.2 -0.1 0.1 -0.1822
C -1.2147 -2.9415 3.3851 -0.2 0.3 0.0 -0.4955
Si -2.4429 -4.3254 3.1342 0.8 -0.3 0.0 0.3750
Cl -3.6756 -4.1775 4.7598 -0.3 0.0 0.2 -0.2512
O -3.2589 -4.1619 1.7440 -0.5 0.2 0.0 -0.0660
Si -4.8382 -3.7052 1.5074 0.0 -0.3 -0.2 0.4042
P -5.1589 -1.5506 2.1384 -0.6 0.1 -0.6 0.1327
S -6.2169 -0.5792 0.8133 0.1 -0.1 0.0 -0.3867
H -0.5526 -3.2004 4.2218 0.0 0.0 0.0 0.3199
H -1.7621 -2.0292 3.6561 0.0 0.0 0.0 0.3145
H -1.7848 -5.6330 3.1395 0.0 -0.1 0.0 -0.1475
H -5.7373 -4.5855 2.2763 0.0 0.1 0.1 -0.0911
H -5.1554 -3.8124 0.0821 0.1 0.1 -0.1 -0.1274
H -3.8870 -1.0208 2.4039 0.2 0.0 0.3 0.0293
H -5.7752 -1.6236 3.3962 0.3 0.0 0.3 0.0973
C -0.3174 4.5361 0.4912 -0.1 0.0 0.0 -1.0618
C -1.1723 3.3024 0.3153 0.2 0.0 0.0 0.6895
O -2.3653 3.3203 0.4921 -0.1 0.0 0.0 -0.5616
C -0.4483 2.0401 -0.0958 -0.1 0.0 0.0 -0.6455
H -0.9434 5.3744 0.7849 0.0 0.0 0.0 0.3118
H 0.4407 4.3611 1.2566 0.0 0.0 0.0 0.3130
H 0.1972 4.7737 -0.4417 0.1 0.0 0.0 0.2701
H 0.2992 1.7779 0.6548 0.1 0.0 0.0 0.3233
H 0.0642 2.1972 -1.0467 0.1 0.0 0.0 0.0833
H -1.1619 1.2255 -0.1968 0.0 0.0 0.0 0.2960
C 0.7422 -1.5973 -1.3566 0.0 0.2 -0.1 -0.3950
C 2.1717 -1.5262 -1.8368 -0.1 0.0 0.1 0.7484
O 2.6143 -0.5102 -2.3175 0.1 0.0 -0.1 -0.5167
C 3.0114 -2.7700 -1.6736 0.1 0.1 -0.1 -1.1673
H 0.2594 -0.6394 -1.5336 0.0 0.0 0.0 0.1207
H 0.1959 -2.3810 -1.8831 0.0 -0.1 0.1 0.3928
H 0.7249 -1.8200 -0.2904 0.0 -0.1 0.0 -0.0961
H 2.5616 -3.5996 -2.2213 0.0 0.0 0.0 0.3325
H 3.0616 -3.0504 -0.6201 -0.1 0.0 0.0 0.3207
H 4.0144 -2.5876 -2.0499 0.0 0.0 0.0 0.3115
C 2.8553 2.6958 -2.9192 -0.1 0.2 0.0 -0.8317
C 3.4234 4.0919 -2.8739 0.1 -0.1 0.0 0.7279
O 2.7240 5.0635 -2.7101 -0.1 0.1 0.0 -0.5588
C 4.9216 4.2155 -3.0393 -0.1 0.1 0.0 -1.1183
H 1.7765 2.7363 -2.7925 0.0 0.0 0.0 0.1689
H 3.0877 2.2217 -3.8735 0.1 -0.1 0.0 0.3687
H 3.2875 2.0795 -2.1308 0.0 -0.1 -0.1 0.2935
H 5.2275 3.7999 -4.0006 0.0 -0.1 0.0 0.3226
H 5.4320 3.6559 -2.2539 0.0 -0.1 0.0 0.3126
H 5.2108 5.2618 -2.9873 0.0 0.0 0.0 0.3078

---

Entry 6:
18
Properties=species:S:1:pos:R:3:forces:R:3:mulliken_charge:R:1 method="wB97M-V/def2-TZVPD" e_homo_ev=-3.419 relative_energy_ev=0.788 homo_lumo_gap_ev=7.045 charge=-1
C 0.3695 -1.9878 -0.4762 -1.8 0.6 -0.5 -0.4480
O -0.3060 -1.5879 -1.5944 -1.0 0.2 -0.3 -0.8487
C -0.4972 -1.7821 0.8446 1.5 0.0 -0.8 -0.7834
C -0.9312 -0.3167 1.0097 0.8 -0.5 0.4 -0.4492
C 0.3133 0.5115 1.4438 -0.1 -0.9 -1.0 -0.6040
S 0.3735 2.1503 0.6442 0.2 0.5 1.4 -0.3569
H 1.2923 -1.3764 -0.3922 0.3 -0.6 0.3 0.2232
H 0.5207 -3.0749 -0.6237 0.8 0.1 0.7 0.3139
H -1.3294 -2.4821 0.7832 -0.1 0.0 0.2 0.3835
H 0.2399 -2.0380 1.6220 -0.6 -0.3 0.5 0.3407
H -1.2492 0.0242 0.0315 -0.3 0.1 0.0 0.2510
H -1.7642 -0.2290 1.7171 0.1 0.2 -0.1 0.3124
H 1.1880 -0.0654 1.1343 0.0 0.3 -0.5 0.1995
H 0.4979 0.5058 2.5090 -0.6 0.7 0.5 0.4235
H 0.3465 1.7039 -0.6164 0.0 -0.4 -0.6 0.2278
H 0.6371 0.5499 -2.8524 0.0 -0.3 0.1 0.2349
H -0.4094 -0.1779 -1.8145 1.6 -0.4 -0.4 0.3499
O 0.0735 0.7535 -2.1056 -0.9 0.7 0.1 -0.7700

---

Entry 7:
12
Properties=species:S:1:pos:R:3:forces:R:3:mulliken_charge:R:1 method="wB97M-V/def2-TZVPD" e_homo_ev="-12.972 / -12.970" relative_energy_ev=4.902 homo_lumo_gap_ev="4.667 / 4.663" charge=+1
C 1.9927 0.0915 1.2148 -5.4 -2.3 -4.2 -0.0216
C -1.0092 1.1077 -0.4019 -0.2 0.1 -2.5 -0.7855
C -0.8934 -1.3846 -0.6185 1.6 0.8 -2.5 -0.3510
N -0.6099 -0.1794 -0.8904 1.2 -1.1 -0.9 -0.3350
Cl 2.4414 -0.5012 -0.2275 -0.1 0.5 1.2 0.2804
H 0.8296 0.0609 1.3804 2.4 0.2 0.0 0.3009
H -1.7735 1.4058 -1.2384 1.8 0.3 1.4 0.3030
H -0.0603 1.7752 -0.3558 -2.0 -0.8 -0.1 0.2475
H -1.6174 1.0865 0.4564 -0.4 0.2 1.7 0.3840
H -0.4880 -2.1790 -1.3551 -0.6 1.1 1.4 0.2692
H -1.4849 -1.6947 0.1783 -1.4 -0.7 1.5 0.3583
H 2.6728 0.4113 1.8577 3.1 1.6 2.9 0.3499

---

One value per record, in order, for total energy: -905.725952; -476.757473; -3058.766404; -482.316048; -2680.950494; -707.669023; -632.999070 Eh.